No. 1
{
  "formula": "C32H48CeP2",
  "method": "ωB97M-V/def2-TZVPD",
  "homo_lumo_gap_ev": [6.93, 6.95],
  "de_lowest_kj_mol": 0.0,
  "total_charge": 1,
  "spin_multiplicity": 2,
  "elements": ["Ce", "C", "C", "C", "C", "C", "C", "H", "H", "H", "C", "H", "H", "H", "C", "H", "H", "H", "C", "H", "H", "H", "C", "H", "H", "H", "C", "C", "C", "C", "C", "C", "C", "C", "H", "H", "H", "H", "H", "H", "H", "H", "H", "H", "H", "H", "P", "P", "C", "C", "H", "H", "H", "H", "C", "H", "H", "H", "C", "H", "H", "H", "C", "H", "H", "H", "C", "H", "H", "H", "C", "C", "C", "C", "C", "C", "C", "C", "H", "H", "H", "H", "H"],
  "positions_angstrom": [[-1.2998, 0.9784, -0.6138], [0.0755, 0.5703, 1.4756], [0.8980, 1.0744, 0.4158], [-0.6126, 2.7278, 1.0318], [-0.8874, 1.5724, 1.8134], [0.5313, 2.4483, 0.2031], [0.2298, -0.7323, 2.1714], [1.2135, -1.1607, 1.9581], [-0.5439, -1.4293, 1.8460], [0.1210, -0.5905, 3.2562], [-1.9107, 1.4828, 2.8819], [-1.5142, 0.9558, 3.7534], [-2.7763, 0.9201, 2.5388], [-2.2223, 2.4790, 3.1987], [-1.3140, 4.0335, 1.1222], [-1.5157, 4.2612, 2.1737], [-2.2681, 3.9945, 0.5796], [-0.6927, 4.8281, 0.6958], [1.3360, 3.4749, -0.5248], [1.7244, 4.2277, 0.1920], [0.7254, 4.0093, -1.2689], [2.1919, 3.0053, -1.0327], [1.8437, 0.3052, -0.4295], [2.7845, 0.8586, -0.5311], [1.4400, 0.1673, -1.4479], [2.0335, -0.6781, 0.0125], [0.1195, -3.9307, -1.6034], [1.2085, -3.7644, -0.8127], [2.6425, -3.6043, -1.2412], [2.9391, -3.6617, -2.7660], [2.8490, -2.3674, -3.5106], [1.7599, -1.6059, -3.6143], [0.4616, -1.8199, -2.9410], [-0.0900, -3.2682, -2.9431], [3.1972, -4.4425, -0.7775], [2.2845, -4.4269, -3.1896], [3.0858, -2.6892, -0.8079], [0.3265, -3.8574, -3.7714], [-0.7370, -4.5259, -1.2515], [1.0809, -3.7994, 0.2785], [-1.1781, -3.2325, -3.1227], [0.5029, -1.4813, -1.8941], [1.8227, -0.6981, -4.2411], [-0.2864, -1.1581, -3.4221], [3.9770, -4.0073, -2.8663], [3.7713, -2.0472, -4.0275], [-0.9631, -1.0201, -5.7144], [-1.2774, 1.9965, -5.9657], [-1.4130, -0.4222, -7.4608], [-1.9126, 1.0191, -7.4546], [-2.1978, -1.1015, -7.8332], [-0.5284, -0.5358, -8.1138], [-1.5918, 1.5375, -8.3760], [-3.0143, 1.0484, -7.4011], [-1.7769, 3.6002, -6.7633], [-1.2917, 4.4227, -6.2210], [-2.8698, 3.6966, -6.6972], [-1.4710, 3.6234, -7.8222], [0.4800, 2.0814, -6.5860], [0.5154, 2.1545, -7.6859], [1.0526, 1.2060, -6.2493], [0.9203, 2.9907, -6.1513], [-2.5125, -1.9787, -5.4503], [-2.5406, -2.2972, -4.4015], [-2.5248, -2.8548, -6.1146], [-3.3670, -1.3240, -5.6665], [0.1090, -2.3789, -6.3171], [0.1070, -2.3586, -7.4164], [-0.1943, -3.3729, -5.9765], [1.1186, -2.1627, -5.9537], [-2.4274, -0.6891, 0.5930], [-2.8506, -1.4463, 1.5171], [-3.2038, -2.3141, 2.5741], [-4.2931, -2.1083, 3.4686], [-4.4502, -2.9074, 4.6025], [-3.5638, -3.9533, 4.8871], [-2.5312, -4.2117, 3.9766], [-2.3684, -3.4291, 2.8352], [-5.0177, -1.3139, 3.2646], [-5.2730, -2.7279, 5.3003], [-3.6727, -4.5554, 5.7883], [-1.8470, -5.0348, 4.1739], [-1.5755, -3.6690, 2.1213]],
  "atomic_forces_ev_per_a": [[-2.0145, -1.0411, -2.8703], [0.1995, 0.7995, 0.0562], [-0.2076, 1.0908, 1.4724], [1.7043, -0.3985, 0.2910], [1.3227, 0.1563, 0.1172], [-0.0789, -0.1588, 1.3911], [0.0457, -0.4100, 0.0388], [-0.1179, 0.0105, 0.1889], [0.3095, -0.0506, 0.2143], [0.1185, -0.0762, -0.2795], [-0.2356, 0.0035, 0.2790], [-0.0184, 0.0391, -0.0560], [-0.1297, 0.0771, 0.1594], [-0.0481, -0.0954, 0.0428], [-0.0133, 0.0922, -0.0449], [-0.1240, 0.1347, -0.2605], [-0.0597, 0.3270, 0.1343], [-0.2579, -0.0772, 0.0784], [-0.0439, 0.2031, -0.4809], [-0.1913, -0.4212, -0.3981], [0.3533, 0.0127, 0.0614], [-0.2999, 0.2937, 0.1020], [0.3767, 0.1321, 0.1394], [-0.0753, -0.2910, -0.0945], [0.2910, -0.0530, 0.0732], [0.0598, 0.1308, -0.3007], [0.3866, -0.0858, 0.7478], [-0.8106, -0.3622, -0.1489], [0.2540, 0.7491, -0.2577], [0.5032, -0.2292, 0.8340], [-0.0152, 0.3927, -0.3991], [1.0418, 0.8220, -0.3181], [-1.2581, -0.0786, 0.0321], [0.0113, -0.3432, -0.1131], [-0.3559, 0.3089, -0.0773], [0.1859, 0.0165, -0.1504], [-0.0130, -0.2474, -0.1274], [-0.0651, 0.2844, 0.0447], [0.2003, 0.8605, 0.3832], [0.0527, -0.9080, -0.3778], [0.4446, -0.0908, 0.1318], [0.0939, -0.3032, -0.1099], [0.0414, -0.3980, 0.3744], [0.3700, -0.2993, 0.1303], [-0.3501, -0.1243, -0.0230], [-0.6412, -0.1504, 0.1869], [-0.5422, -0.2313, -1.8044], [0.1446, 0.5734, -1.9870], [0.0412, -0.1049, 0.3653], [-0.3227, -0.0465, 0.4708], [0.4074, 0.1211, -0.0493], [-0.3554, 0.1483, 0.3895], [-0.2563, -0.0813, 0.4477], [0.3282, 0.0331, -0.1239], [-0.0365, 0.1336, 0.4095], [-0.2858, -0.0149, -0.2095], [0.3016, 0.1711, -0.0393], [-0.1046, 0.0581, 0.4360], [0.0353, -0.0151, 0.5182], [-0.0513, -0.0312, 0.4376], [-0.0340, 0.2629, -0.1428], [0.0950, -0.3019, -0.1583], [-0.0346, 0.0964, 0.3136], [-0.3112, -0.0719, -0.2692], [-0.1487, 0.2699, 0.2233], [0.0837, -0.2629, 0.1704], [0.6417, -0.1462, -0.0607], [0.0676, -0.2327, 0.4002], [0.0611, 0.1828, 0.0202], [-0.0439, -0.3888, -0.2812], [-1.6556, -2.4521, 2.7022], [0.8515, 2.4015, -3.3827], [-0.4077, -1.2501, 1.5875], [0.3498, 0.1524, -0.3516], [0.0185, -0.1928, 0.1071], [0.2032, 0.4254, -0.6758], [-0.2503, 0.0127, 0.1439], [0.0007, 0.2156, -0.0283], [0.3612, -0.2108, 0.1038], [0.2218, 0.0716, -0.3819], [-0.0125, 0.1689, -0.2571], [-0.1165, 0.1559, -0.1524], [-0.1856, 0.1370, 0.2919]],
  "mulliken_spin": [1.025, -0.012, -0.007, -0.019, 0.006, 0.012, 0.000, 0.000, -0.001, 0.000, 0.000, 0.000, 0.000, 0.000, -0.004, 0.000, 0.000, 0.000, 0.007, 0.000, -0.001, 0.000, -0.001, 0.000, -0.003, 0.000, 0.001, 0.000, 0.000, 0.000, 0.000, 0.000, 0.026, -0.004, 0.000, 0.000, 0.000, 0.000, 0.000, 0.000, -0.001, -0.007, 0.000, -0.010, 0.000, 0.000, -0.002, -0.001, 0.000, 0.000, 0.000, 0.000, 0.000, 0.000, 0.000, 0.000, 0.000, 0.000, 0.000, 0.000, 0.000, 0.000, 0.000, 0.000, 0.000, 0.000, 0.000, 0.000, 0.000, 0.000, 0.006, -0.008, -0.002, -0.001, 0.000, 0.000, 0.000, -0.001, 0.000, 0.000, 0.000, 0.000, 0.000]
}

***

No. 2
{
  "formula": "C32H48CuINO4",
  "method": "ωB97M-V/def2-TZVPD",
  "homo_lumo_gap_ev": 4.72,
  "total_charge": 1,
  "elements": ["C", "C", "C", "C", "C", "C", "C", "C", "C", "C", "C", "C", "C", "C", "C", "C", "C", "O", "C", "O", "C", "C", "C", "C", "I", "C", "O", "C", "C", "N", "C", "C", "C", "C", "C", "C", "C", "O", "H", "H", "H", "H", "H", "H", "H", "H", "H", "H", "H", "H", "H", "H", "H", "H", "H", "H", "H", "H", "H", "H", "H", "H", "H", "H", "H", "H", "H", "H", "H", "H", "H", "H", "H", "H", "H", "H", "H", "H", "H", "H", "H", "H", "H", "H", "H", "H", "Cu"],
  "positions_angstrom": [[7.0874, -2.2911, 1.7607], [7.3899, -2.4334, 0.2580], [6.3575, -1.7394, -0.6389], [6.3383, -2.3160, -2.0467], [5.5007, -1.5188, -3.0509], [4.1423, -1.1248, -2.4690], [3.0426, -0.8635, -3.4874], [1.8325, -0.0516, -2.9579], [0.6505, -0.9395, -2.5284], [-0.0764, -0.3832, -1.3313], [-1.2053, 0.4189, -1.5265], [-1.7444, 0.7108, -2.9069], [-1.8422, 0.9286, -0.3924], [-1.3261, 0.6988, 0.8822], [-0.1685, -0.0670, 1.0722], [0.4047, -0.2458, 2.4611], [1.6082, 0.6569, 2.7039], [1.3942, 1.9080, 2.0239], [2.4913, 2.6448, 1.8086], [2.5796, 3.4280, 0.9104], [0.4341, -0.6297, -0.0509], [1.6899, -1.4606, 0.0983], [1.5652, -2.9690, -0.1714], [0.1841, -3.5536, 0.0624], [2.9896, -4.0060, 1.0713], [-2.0754, 1.3362, 2.0166], [-1.5249, 1.7492, 3.0063], [-3.5622, 1.4108, 1.8602], [-4.3686, 1.2492, 3.1188], [-4.2385, 2.3852, 4.0465], [-4.0739, 1.5990, 0.6327], [-5.5587, 1.7018, 0.3439], [-5.9278, 1.5757, -1.1399], [-6.1710, 2.9772, 0.9480], [-7.6703, 2.8831, 1.2008], [-8.0663, 1.9443, 2.3368], [-3.0801, 1.7720, -0.4687], [-3.2518, 2.5903, -1.3420], [6.0616, -1.9586, 1.9280], [7.7368, -1.5592, 2.2368], [7.1996, -3.2387, 2.2829], [8.3753, -2.0149, 0.0614], [7.4008, -3.4933, 0.0016], [6.5756, -0.6661, -0.6641], [5.3829, -1.8438, -0.1544], [5.9540, -3.3388, -1.9979], [7.3648, -2.3859, -2.4093], [5.3698, -2.1089, -3.9597], [6.0505, -0.6057, -3.2939], [3.7841, -1.9597, -1.8600], [4.2635, -0.2545, -1.8257], [3.5397, -0.3572, -4.3736], [2.6904, -1.8345, -3.8436], [1.4889, 0.6629, -3.7297], [2.1534, 0.5712, -2.1244], [-0.0415, -1.0527, -3.3592], [1.0284, -1.9449, -2.3390], [-2.5388, 0.0048, -3.1573], [-2.1644, 1.7073, -2.9519], [-0.9730, 0.6511, -3.6699], [-0.3558, -0.0727, 3.2089], [0.7483, -1.2748, 2.5902], [2.5140, 0.2025, 2.2989], [1.7729, 0.8231, 3.7689], [3.2895, 2.5180, 2.5564], [2.0841, -1.3513, 1.0996], [2.4463, -1.0234, -0.5556], [1.9092, -3.2270, -1.1709], [-0.5245, -3.1438, -0.6608], [-0.1787, -3.3012, 1.0575], [0.2055, -4.6330, -0.0568], [-3.9999, 0.3547, 3.6300], [-5.4101, 1.0632, 2.8574], [-4.0063, 3.2383, 3.5564], [-5.1155, 2.5413, 4.5252], [-6.0130, 0.8341, 0.8307], [-6.9653, 1.2690, -1.2478], [-5.7788, 2.5178, -1.6621], [-5.3076, 0.8387, -1.6496], [-6.0030, 3.7818, 0.2272], [-5.6592, 3.2731, 1.8638], [-8.0639, 3.8766, 1.4178], [-8.1761, 2.5556, 0.2894], [-7.8941, 0.8977, 2.0773], [-9.1306, 2.0311, 2.5495], [-7.5118, 2.1546, 3.2520], [2.6720, 0.3004, -5.5651]],
  "atomic_forces_ev_per_a": [[-0.0705, 0.1257, -0.1073], [-0.3453, 0.0538, 0.2608], [0.2105, 0.1315, 0.3034], [-0.0792, -0.0437, -0.0310], [0.0847, 0.1152, 0.3350], [0.1993, -0.1833, -0.1569], [-0.7140, -0.1561, 0.0511], [0.2139, -0.0991, -0.2863], [0.1110, -0.1113, -0.1325], [-0.1672, 0.0912, -0.0383], [0.0374, 0.1248, 0.0426], [0.0143, 0.0218, 0.0719], [0.1757, -0.1622, 0.1077], [0.0895, -0.0788, -0.1965], [-0.3774, 0.2338, 0.1646], [0.1375, -0.3106, -0.1522], [0.0856, 0.2435, 0.1028], [0.1109, -0.1948, -0.1632], [0.0149, 0.4029, 0.0445], [-0.1035, -0.0851, -0.0025], [-0.0145, -0.0731, -0.0644], [0.0578, 0.1668, 0.0245], [-0.0898, -0.1174, -0.0460], [0.0663, 0.1179, -0.0711], [0.1384, -0.0235, -0.0304], [-0.0974, -0.0733, -0.1800], [0.0795, 0.0185, 0.2490], [-0.0426, -0.0631, -0.1587], [0.0322, 0.1983, 0.2488], [-0.0755, -0.0631, -0.1225], [0.0293, -0.1308, 0.2116], [-0.0791, -0.0713, -0.0827], [0.2085, 0.0407, -0.0063], [-0.1180, 0.2281, -0.2815], [-0.1957, -0.1549, 0.0813], [-0.0068, -0.1633, -0.1503], [0.0204, 0.1285, 0.1239], [-0.1162, 0.1256, -0.1362], [-0.0645, -0.0367, -0.0128], [0.0432, 0.0014, 0.0495], [0.1116, -0.0038, 0.0576], [0.1316, -0.2039, -0.1924], [0.1314, -0.0400, -0.0788], [-0.0356, 0.0569, -0.0574], [-0.1084, -0.0353, -0.1401], [0.0093, -0.0537, 0.0236], [0.0238, -0.0363, -0.0994], [0.0298, 0.0207, -0.1174], [-0.0531, 0.0289, -0.2519], [-0.0209, 0.0816, 0.1280], [-0.0617, 0.0085, 0.0999], [1.0199, -0.1592, 0.4218], [0.0316, 0.0446, -0.3201], [-0.2268, 0.1518, 0.1059], [0.0525, 0.1320, -0.0306], [0.0083, -0.0917, -0.0473], [-0.0343, 0.0795, 0.1317], [0.0030, -0.0353, -0.1124], [-0.0338, 0.0199, 0.0118], [0.0157, -0.0608, -0.0596], [-0.0220, 0.0855, 0.0559], [-0.0425, -0.0349, 0.0480], [0.0362, -0.0221, -0.0172], [-0.1141, 0.0556, 0.0448], [0.0347, -0.2388, 0.0271], [-0.0415, 0.1235, 0.0299], [0.1114, -0.1709, 0.1024], [-0.0041, -0.0369, -0.0008], [-0.0114, 0.0475, -0.0144], [-0.0287, -0.0762, 0.0726], [-0.0586, -0.0659, 0.0707], [-0.0033, -0.0552, 0.0088], [-0.0072, -0.0498, -0.0912], [0.0462, 0.0155, -0.0035], [-0.0024, 0.0142, 0.0515], [0.0792, 0.0149, 0.1730], [-0.0691, 0.0181, 0.0090], [-0.0380, 0.0470, -0.0262], [-0.0610, -0.1520, 0.0125], [0.1385, 0.0713, 0.0473], [0.0049, -0.1094, 0.0873], [0.0827, 0.0869, -0.0060], [-0.0171, 0.0597, -0.0586], [0.0742, -0.0199, 0.0163], [-0.0185, 0.0403, 0.0816], [-0.0146, 0.0902, 0.0619], [-0.4512, 0.1830, -0.1187]],
  "lowdin_charge": [-0.101, -0.248, -0.242, -0.211, -0.195, -0.205, -0.208, -0.160, -0.128, -0.120, -0.115, -0.010, -0.016, -0.005, -0.079, -0.089, -0.145, -0.018, -0.353, 0.094, -0.112, -0.214, -0.769, -0.151, 0.879, -0.265, 0.142, -0.075, -0.199, 0.027, -0.039, -0.298, -0.051, -0.168, -0.243, -0.104, -0.266, 0.121, 0.050, 0.069, 0.069, 0.108, 0.105, 0.124, 0.070, 0.119, 0.119, 0.114, 0.119, 0.107, 0.127, 0.061, 0.131, 0.094, 0.130, 0.112, 0.098, 0.104, 0.075, 0.059, 0.112, 0.120, 0.113, 0.138, 0.151, 0.042, 0.091, 0.042, 0.083, 0.083, 0.069, 0.124, 0.090, 0.070, 0.064, 0.131, 0.080, 0.082, 0.079, 0.122, 0.100, 0.109, 0.104, 0.068, 0.074, 0.065, 0.770]
}